Entry from OMol25: a structure of composition C29H35HfN5O3SSb in a non-equilibrium geometry (ωB97M-V/def2-TZVPD).

CARTESIAN COORDINATES (ANGSTROEM)
1 Hf -0.863 -1.347 -0.440
2 C 3.478 5.055 -1.042
3 O 2.612 3.990 -0.609
4 C 1.970 4.150 0.575
5 C 2.049 5.267 1.388
6 C 1.318 5.309 2.570
7 C 0.493 4.258 2.933
8 C 0.405 3.138 2.118
9 C 1.160 3.076 0.956
10 N 1.135 1.998 0.008
11 C 0.934 0.713 0.195
12 N 0.744 0.220 1.448
13 C 1.013 -1.158 1.779
14 C 0.476 -2.207 1.032
15 C 0.812 -3.515 1.430
16 C 1.628 -3.732 2.522
17 C 2.108 -2.665 3.281
18 C 1.799 -1.363 2.916
19 O 2.197 -0.246 3.555
20 C 2.974 -0.398 4.761
21 N 0.813 -0.167 -0.837
22 C 0.786 0.398 -2.160
23 C 1.879 0.414 -3.005
24 C 1.748 1.019 -4.254
25 C 0.543 1.602 -4.622
26 C -0.563 1.586 -3.768
27 C -0.421 0.970 -2.543
28 O -1.422 0.830 -1.590
29 C -2.522 1.774 -1.643
30 H 3.909 4.727 -1.981
31 H 4.271 5.219 -0.313
32 H 2.911 5.972 -1.196
33 H 2.674 6.103 1.111
34 H 1.389 6.183 3.205
35 H -0.091 4.309 3.842
36 H -0.285 2.347 2.385
37 H 1.445 2.281 -0.917
38 H 1.055 0.846 2.189
39 H 0.434 -4.367 0.880
40 H 1.890 -4.742 2.813
41 H 2.730 -2.856 4.145
42 H 3.150 0.605 5.131
43 H 3.924 -0.879 4.535
44 H 2.419 -0.974 5.500
45 H 2.817 -0.020 -2.678
46 H 2.594 1.051 -4.928
47 H 0.452 2.088 -5.585
48 H -1.487 2.059 -4.072
49 H -3.159 1.562 -0.790
50 H -3.090 1.642 -2.559
51 H -2.122 2.783 -1.572
52 C -2.184 -3.864 3.213
53 Sb -2.651 -3.186 1.260
54 C -2.432 -1.038 1.776
55 C -4.774 -3.215 1.346
56 H -2.871 -3.382 3.906
57 H -1.152 -3.613 3.447
58 H -2.317 -4.945 3.257
59 H -3.315 -0.710 2.322
60 H -2.388 -0.336 0.921
61 H -1.552 -0.911 2.401
62 H -5.071 -2.793 2.303
63 H -5.120 -4.246 1.279
64 H -5.201 -2.641 0.527
65 S -3.276 -1.557 -1.762
66 C -2.237 -2.172 -2.931
67 N -2.646 -2.584 -4.159
68 C -1.803 -3.091 -5.084
69 C -0.471 -3.201 -4.796
70 C -0.064 -2.782 -3.539
71 N -0.916 -2.286 -2.641
72 H -3.638 -2.514 -4.366
73 H -2.242 -3.393 -6.027
74 H 0.230 -3.604 -5.512
75 H 0.976 -2.845 -3.239

Summary:
Gap between HOMO and LUMO = 5.629 eV
LUMO level = -9.68 eV
Maximum force = 0.0210 Eh/bohr
Total energy = -2311.1353 Ha
Charge = +3
ΔE to the lowest compared entry with this formula, charge and spin = 23.4 kJ/mol
HOMO energy = -15.309 eV